# 1
{
  "formula": "C6H15AlCl4FO",
  "method": "the ωB97M-V functional and the def2-TZVPD basis",
  "e_lumo_ev": 2.673,
  "total_charge": -1,
  "e_tot_ev": -67919.3086,
  "orbital_gap_ev": 6.9086,
  "e_homo_ev": -4.24,
  "max_force_ev_per_a": 0.434,
  "symbols": ["O", "H", "H", "C", "H", "C", "Al", "Cl", "Cl", "H", "H", "Cl", "H", "H", "H", "H", "F", "C", "H", "C", "Cl", "H", "H", "C", "H", "C", "H", "H"],
  "coordinates": [[-2.5460, 1.0736, -1.7769], [0.5716, -3.0753, -4.1279], [-0.2561, -4.4382, -3.3460], [0.3624, -3.5576, -3.1762], [1.6117, -0.2675, -0.8082], [1.6388, -3.9863, -2.4973], [-1.1854, 1.5301, -0.7450], [-1.5632, 0.2286, 3.3214], [2.8203, -2.6602, -2.3726], [-1.4426, 3.0535, 3.4906], [-1.3817, 3.0597, -0.1835], [-0.5907, -2.4257, -2.1935], [1.4400, -4.3439, -1.4903], [-1.0961, 3.3378, 5.2175], [2.1061, -4.7783, -3.0806], [-2.5464, 1.4137, 5.0905], [1.0991, 2.6720, -2.1997], [-1.5224, 1.2972, 4.7374], [-1.0870, 0.4523, 0.4802], [-0.9627, 2.6542, 4.3803], [0.7892, 2.5825, 4.0534], [2.7075, 1.0192, -1.3296], [-0.9237, 0.8319, 5.5171], [0.6056, 1.3954, -1.7283], [-2.6300, 0.1205, -1.8430], [1.7265, 0.8163, -0.8850], [0.5274, 0.7898, -2.6415], [1.7280, 1.2049, 0.1369]],
  "lowdin_charge": [-0.3214, 0.0661, 0.0660, -0.6756, 0.0281, -0.6724, 0.1406, 0.5347, 0.5528, 0.0689, -0.0955, 0.5832, 0.0649, 0.0630, 0.0649, 0.0644, -0.1866, -0.6875, -0.0988, -0.6661, 0.5233, 0.0593, 0.0580, -0.4344, -0.0423, -0.1718, 0.0635, 0.0505]
}


# 2
{
  "formula": "C6H15B",
  "method": "the ωB97M-V functional and the def2-TZVPD basis",
  "e_lumo_ev": 0.490,
  "e_tot_ev": -7137.6994,
  "orbital_gap_ev": 9.6852,
  "e_homo_ev": -9.20,
  "de_lowest_kj_mol": 358.2,
  "max_force_ev_per_a": 6.009,
  "symbols": ["C", "H", "C", "H", "H", "C", "C", "B", "H", "H", "H", "H", "H", "H", "H", "C", "H", "H", "H", "H", "H", "C"],
  "coordinates": [[-0.7754, -0.1935, 0.8615], [1.2538, -1.6280, 2.2266], [1.4549, -1.0295, 1.3539], [-2.7661, 0.1521, 1.1737], [1.8277, 0.0113, 1.6098], [-2.2593, -0.3674, 0.4392], [0.2388, -1.2533, 0.4476], [-0.5169, 1.4576, -0.0909], [-0.1387, -0.7451, -1.6561], [-2.5465, -1.4185, 0.3951], [-1.1257, 2.2813, 0.5373], [1.1708, 2.9051, -0.6865], [-0.1453, -2.2935, 0.7170], [2.3056, -1.4471, 0.8209], [-0.1885, 3.1577, -1.8820], [0.6749, -1.1565, -1.0408], [1.4626, -0.4306, -1.1394], [-0.6836, 0.0387, 1.8978], [1.1329, -2.0898, -1.5822], [1.1092, 1.7089, -1.9986], [-2.4061, 0.0530, -0.5362], [0.5449, 2.5194, -1.4717]],
  "lowdin_charge": [-0.2922, 0.0671, -0.1041, 0.0469, 0.1059, -0.0959, -0.4471, 0.1835, 0.0663, 0.0846, 0.0160, -0.0036, 0.1463, 0.0655, -0.0125, -0.0948, 0.0442, 0.0875, 0.1118, 0.0110, 0.0570, -0.0435]
}


# 3
{
  "formula": "C6H15B",
  "method": "the ωB97M-V functional and the def2-TZVPD basis",
  "e_lumo_ev": 0.795,
  "e_tot_ev": -7139.3978,
  "orbital_gap_ev": 10.4986,
  "e_homo_ev": -9.70,
  "smiles": "CC(C)BC(C)C",
  "de_lowest_kj_mol": 194.3,
  "max_force_ev_per_a": 3.984,
  "symbols": ["H", "H", "C", "H", "H", "H", "C", "H", "C", "H", "H", "C", "C", "C", "B", "H", "H", "H", "H", "H", "H", "H"],
  "coordinates": [[2.9795, 1.3766, 0.7409], [2.3508, -2.0106, -0.5488], [1.9182, 1.1889, 0.6627], [-1.6947, 2.1142, -0.9821], [-3.1120, -0.8008, 0.9151], [1.5562, 1.1037, 1.7367], [-2.0564, -1.0604, 0.4640], [-1.4089, -1.6621, 1.0973], [-1.2333, 0.1354, 0.0956], [1.2995, -1.5699, 0.8223], [-0.2530, -0.8511, -1.7868], [1.6060, 0.1333, -0.4236], [-2.0986, 1.0858, -0.7646], [2.1222, -1.1982, 0.0703], [0.0871, -0.1612, -0.8711], [1.3789, 1.9604, 0.3119], [3.0216, -0.9667, 0.5854], [-2.8655, 1.3538, -0.0963], [-2.3830, -1.5988, -0.3262], [-2.5522, 0.3504, -1.4718], [-0.9339, 0.6424, 1.0750], [2.2715, 0.4350, -1.3058]],
  "lowdin_charge": [0.0746, 0.0547, -0.0988, 0.1009, 0.1253, 0.1062, -0.1192, 0.0768, -0.4276, 0.1217, 0.0879, -0.3896, -0.0965, -0.1018, -0.0388, 0.0205, 0.0634, 0.0445, 0.0253, 0.0962, 0.1328, 0.1414]
}


# 4
{
  "formula": "C6H15BCl2NO",
  "method": "the ωB97M-V functional and the def2-TZVPD basis",
  "e_lumo_ev": -2.997,
  "total_charge": 1,
  "e_tot_ev": -35719.1286,
  "orbital_gap_ev": 11.1219,
  "e_homo_ev": -14.12,
  "max_force_ev_per_a": 0.951,
  "symbols": ["H", "H", "H", "C", "H", "H", "C", "C", "C", "H", "H", "H", "H", "H", "N", "O", "H", "C", "Cl", "H", "C", "Cl", "H", "B", "H", "H"],
  "coordinates": [[3.0191, -0.0875, 2.2461], [-0.7916, 2.6171, -1.3434], [-1.4097, -1.9367, -2.4806], [3.7309, -0.3105, 1.4595], [-2.6456, 1.3265, -0.6639], [-1.2802, -2.6604, 1.3011], [-1.7498, 1.2031, -0.0655], [-0.9347, -0.0354, -0.4356], [-0.7171, 2.3351, -0.2961], [4.6680, -0.6453, 1.8866], [-1.6406, -3.3672, -1.4726], [-0.8658, 3.2079, 0.3301], [-2.9842, -2.2697, -1.7895], [-0.5972, 0.1135, -1.4645], [0.2841, 0.2722, 0.3879], [-1.8423, -1.9727, 0.9444], [-1.9982, 1.1600, 0.9972], [-1.9100, -2.3171, -1.5901], [3.0347, -1.6020, 0.4611], [1.0436, -0.4169, 0.3549], [0.6573, 1.6756, -0.0609], [4.0134, 1.1613, 0.5247], [1.2826, 2.1161, 0.7066], [-1.5703, -1.5062, -0.3142], [1.2196, 1.5695, -0.9822], [-0.0162, 0.3698, 1.3589]],
  "lowdin_charge": [0.0254, 0.1212, 0.0675, -0.9719, 0.1354, 0.1180, -0.1076, -0.1727, -0.1230, 0.0375, 0.0805, 0.1200, 0.0913, 0.1492, 0.0725, 0.1582, 0.1303, 0.0179, 0.5683, 0.0669, -0.1154, 0.5653, 0.1018, -0.4389, 0.1236, 0.1786]
}


# 5
{
  "formula": "C6H15CdOS3Si",
  "method": "the ωB97M-V functional and the def2-TZVPD basis",
  "e_lumo_ev": 3.170,
  "total_charge": -1,
  "e_tot_ev": -53464.1046,
  "orbital_gap_ev": 7.1756,
  "e_homo_ev": -4.01,
  "max_force_ev_per_a": 0.151,
  "symbols": ["H", "H", "H", "S", "H", "C", "H", "S", "H", "H", "C", "O", "C", "H", "Si", "Cd", "H", "C", "S", "H", "H", "C", "C", "H", "H", "H", "H"],
  "coordinates": [[-1.7098, 1.9560, -2.2231], [4.0411, 1.0683, -2.7514], [-2.9024, 3.7325, -0.0275], [-0.8187, 0.2953, 2.1117], [-2.0000, 4.3239, -1.4318], [3.4224, -1.8509, -1.6014], [4.4420, -1.7718, -1.9940], [-3.6795, -0.5314, 1.9550], [2.7078, 2.0426, -2.1061], [3.4217, -2.6054, -0.8116], [3.0047, 1.0333, -2.3988], [-0.7079, 2.1775, -0.4752], [-1.9508, 2.1803, -1.1818], [3.8858, 1.3571, 0.7207], [2.8303, -0.1737, -0.9530], [0.4948, -0.2428, -0.0357], [-0.9084, 1.9787, 0.4581], [-2.6457, 3.5230, -1.0675], [-1.7762, -1.3426, -0.1855], [-2.5912, 1.3750, -0.8166], [5.1145, 0.3860, -0.1072], [4.1114, 0.3617, 0.3318], [-2.1497, -0.5327, 1.3170], [-3.5699, 3.5259, -1.6506], [4.1287, -0.3237, 1.1822], [2.7770, -2.2167, -2.4029], [2.3702, 0.7379, -3.2375]],
  "lowdin_charge": [0.1087, 0.0153, 0.0739, 0.2329, 0.0670, -0.2926, 0.0152, 0.3537, 0.0104, 0.0089, -0.2861, -0.2232, -0.3399, 0.0102, 0.3214, 0.8866, -0.0417, -0.0942, 0.2058, 0.0718, 0.0155, -0.2898, -1.9260, 0.0686, 0.0095, 0.0085, 0.0097]
}


# 6
{
  "formula": "C6H15Cl2N2OP",
  "method": "the ωB97M-V functional and the def2-TZVPD basis",
  "e_lumo_ev": 0.538,
  "e_tot_ev": -45826.7787,
  "orbital_gap_ev": 9.7789,
  "e_homo_ev": -9.24,
  "smiles": "CC[P@](N)(=O)N(CCCl)CCCl",
  "max_force_ev_per_a": 4.784,
  "symbols": ["O", "H", "H", "C", "H", "H", "H", "H", "P", "C", "N", "C", "C", "H", "C", "N", "C", "H", "H", "Cl", "H", "H", "H", "H", "Cl", "H", "H"],
  "coordinates": [[-1.7564, -1.9653, -0.6185], [-1.3679, -0.2931, 1.9437], [2.9859, -0.8889, -0.4875], [2.3752, -1.7892, -0.5450], [1.9944, -1.8326, -1.6308], [-3.1525, -0.7390, 1.8445], [1.9992, 1.5377, -1.0762], [-2.4647, 1.0151, 2.3148], [-1.3560, -0.5482, -0.7529], [-2.3922, 0.5797, 0.1962], [0.4195, -0.2721, -0.1995], [-2.3964, 0.1041, 1.5999], [1.9473, 1.7913, -0.0081], [-1.0252, 0.9223, -2.6722], [1.1617, -1.3349, 0.2985], [-1.4501, 0.0472, -2.2739], [0.7073, 1.0381, 0.4610], [1.4843, -0.9283, 1.2517], [-0.9430, -0.6434, -2.8206], [3.1644, -3.2112, -0.0152], [-0.1196, 1.7238, 0.3939], [-2.3294, 1.7033, -0.0011], [0.7849, 0.8686, 1.5508], [-3.3342, 0.3075, -0.1620], [1.7326, 3.4887, 0.3765], [0.4613, -2.2725, 0.6440], [2.8697, 1.5912, 0.3882]],
  "lowdin_charge": [-0.2955, 0.0769, 0.0566, -0.6771, 0.1039, 0.1108, 0.0899, 0.1003, 0.5604, -0.3531, -0.2135, -0.1840, -0.6007, 0.0960, -0.3817, -0.0799, -0.3113, 0.0963, 0.0516, 0.6126, 0.0609, 0.1216, 0.1159, 0.0599, 0.5983, 0.1572, 0.0275]
}